Record 1
Computed, not measured: 2 unconnected molecules or ions with the total composition C2H7NO2, with ωB97M-V/def2-TZVPD.

## Properties
- electronic energy (a.u.) = -285.60609
- relative energy (zero: lowest compared OMol25 entry of this formula, charge and spin) (eV) = 1.7883

Cartesian coordinates (Å):
C -0.116 -2.228 -0.490
C 1.228 -1.681 0.064
N 1.483 -2.045 1.449
O 2.037 -1.020 -0.527
H 0.078 -2.897 -1.320
H -0.689 -2.460 0.524
H -0.679 -1.385 -0.798
H 0.881 -1.915 2.260
H 2.494 -2.353 1.751
O -3.444 5.745 -0.581
H -4.171 6.031 -1.071
H -3.715 4.956 -0.072

Force components x, y, z for each atom (eV/Å):
0.2 1.2 3.7
0.0 -0.2 1.9
2.6 -1.1 0.3
-0.1 -0.5 -0.6
-0.4 -0.6 0.4
1.0 -0.9 -2.6
-0.4 0.9 -1.0
-0.2 -0.2 -0.9
-2.8 1.5 -1.2
1.8 -1.3 1.6
-1.9 0.5 -1.1
0.1 0.7 -0.5

***

Record 2
Computed, not measured: a molecular structure, C6H8N2, with ωB97M-V/def2-TZVPD.

## Properties
- electronic energy (a.u.) = -342.71458
- relative energy (zero: lowest compared OMol25 entry of this formula, charge and spin) (eV) = 5.9687

Cartesian coordinates (Å):
C 1.137 0.749 0.828
C -0.311 0.804 1.049
C -1.133 -0.204 0.617
C -0.157 -1.297 0.226
C 0.568 -0.875 -0.991
C -0.250 0.372 -1.506
H 1.166 1.719 -0.102
H 1.968 0.542 1.570
H -1.087 1.625 1.497
H -2.005 -0.246 1.218
H -0.231 -2.203 0.522
H 1.197 -1.513 -1.655
H 0.468 1.275 -1.684
H -0.901 0.166 -2.509
N -1.065 0.832 -0.335
N 1.107 -0.640 0.307

Force components x, y, z for each atom (eV/Å):
0.1 0.1 -2.0
-2.7 7.9 1.6
-1.3 -4.4 -0.1
-0.5 5.5 -1.5
-0.9 1.0 -1.9
0.8 0.6 -0.7
1.4 -3.0 2.9
-1.3 2.0 -0.3
3.2 -1.3 0.1
-1.1 -1.2 -0.1
-0.4 -6.0 2.1
-0.9 0.4 0.3
-1.1 -1.6 -0.4
1.5 0.6 2.7
0.4 0.1 -1.7
3.1 -0.5 -1.0

***

What are the gap between HOMO and LUMO values for these records? In order: 0.3879, 0.3476 hartree.